Entry 1:
A 7-piece molecular cluster, C19H46FNO20S5 overall. Source: OMol25; level of theory: the ωB97M-V functional and the def2-TZVPD basis.

Element x y z (Å)
S 0.28240 -2.86233 1.67138
S 5.01674 0.95832 0.68200
S 0.51300 2.14794 4.06045
S -3.53908 1.10925 5.97528
S -2.23892 -3.35948 -8.60844
F -0.88435 -1.31503 -2.13560
O 1.66754 -3.52091 1.36346
O -2.91479 -0.43880 0.02707
O 0.64663 2.95533 5.21646
O 1.92290 1.99209 3.30369
O -0.07589 3.09377 -3.37063
O 6.41342 0.58541 0.69374
O -0.60270 -3.15054 0.62361
O -2.44175 2.20974 5.77585
O -4.24815 -2.20424 -0.16591
O -2.96534 -1.52762 -1.89163
O -4.77751 1.62039 6.45892
O 4.69389 2.34960 0.61872
O -0.15259 2.32586 -5.39755
O -0.80428 -3.37373 -8.53144
O -2.87534 0.11711 6.67128
O 0.52916 -1.49100 1.97863
O 4.26272 0.16773 -0.47099
O -0.59394 2.50184 3.22188
O -2.87150 -4.13311 -9.62888
O -2.89359 -3.80128 -7.20653
N 0.43789 2.87148 -4.45175
C -2.60513 -1.69977 -8.74734
C 0.44944 0.42556 4.68082
C 4.39898 0.15788 2.09374
C 3.35544 -3.92261 -0.29425
C -1.97866 -0.51723 -2.08573
C -0.11630 -3.74683 3.13323
C -2.95080 3.51072 5.40805
C 1.80738 3.35007 -4.58155
C 1.93661 -4.13536 0.06223
C -2.43038 4.47494 6.46852
C -3.76493 0.76577 4.29387
C 2.80435 0.27605 -0.54263
C -3.47407 -1.45506 -0.63194
C -2.04629 -4.13170 -6.09855
C -2.01723 0.27756 -0.78566
C -1.74314 -2.87471 -5.30843
C 2.04696 3.62366 1.42605
C 2.61873 3.20380 2.73061
C 2.42356 1.36912 -1.49596
H 4.07874 -4.28292 0.50857
H 4.25611 -0.91540 1.85363
H 2.29122 2.98671 -3.73794
H 2.86863 1.20967 -2.49668
H -4.01790 3.50349 5.30266
H -0.33036 -4.79642 2.89728
H 0.13419 -0.11358 3.77689
H -2.47798 3.67378 4.44969
H -2.62496 -2.26866 -5.13963
H 3.40493 0.50841 2.44199
H -4.44535 -0.00605 4.00385
H -0.30795 0.58011 5.44070
H 2.15695 2.77874 0.76487
H 1.36958 0.20901 5.25948
H 2.65559 4.39297 0.99507
H -3.64696 -1.57325 -8.65272
H 1.56205 -5.16052 0.06420
H -2.81748 0.53593 3.71252
H 0.64902 -3.61356 3.86555
H -2.60289 -4.80759 -5.50217
H 2.28748 2.88934 -5.46844
H 5.14797 0.32871 2.83899
H -2.88495 5.44855 6.28688
H -4.28328 1.67005 3.97827
H 2.71519 2.34779 -1.20704
H -1.02162 -3.24455 3.52979
H 3.62039 -4.44636 -1.18763
H -0.95965 0.24356 -0.39825
H 2.52818 -0.74519 -0.87827
H 3.61334 2.83447 2.59408
H 3.48262 -2.84636 -0.46375
H -1.23701 -4.72247 -6.38503
H 1.25961 -3.68079 -0.66196
H -2.07062 -1.27955 -7.90183
H 2.29470 0.40536 0.44652
H 0.98011 3.95537 1.41770
H 2.53699 3.94073 3.52385
H -1.35044 -3.04319 -4.25634
H -2.82819 4.16207 7.42386
H -2.07436 -0.02914 -3.07696
H 1.34227 1.35801 -1.64988
H -2.37478 1.27750 -0.89645
H 1.71405 4.44358 -4.46808
H -2.38453 -1.34705 -9.75770
H -1.10464 -2.19062 -5.82881
H -1.32514 4.64963 6.43052

Atoms 1-3, force components in eV/Å:
S 1.21 0.23 0.94
S 1.72 -0.68 0.16
S 0.62 -1.69 0.96

Output
SMILES: O=C1OC[C@@H](F)O1.CCOS(C)(=O)=O.CCOS(C)(=O)=O.CCOS(C)(=O)=O.CCOS(C)(=O)=O.CCOS(C)(=O)=O.C[N+](=O)[O-]
LUMO level, eV: -0.53
Orbital gap, eV: 10.448
Multiplicity: 1


Entry 2:
C19H46N3Na3O13P as an isolated structure. Source: OMol25; level of theory: the ωB97M-V functional and the def2-TZVPD basis.

Element x y z (Å)
P -17.36132 10.50875 -12.57779
Na -15.79858 7.20711 -11.23460
Na -18.36479 8.48756 -10.78524
Na -14.80048 10.25486 -10.77687
O -22.08997 8.44682 -6.10857
O -16.43987 9.32078 -12.07977
O -20.66077 2.76116 -9.76116
O -20.08076 12.32150 -9.68127
O -14.41434 11.32009 -8.69363
O -16.42115 9.08758 -9.12988
O -18.77898 10.41100 -11.93000
O -16.67576 11.82220 -12.14923
O -16.36736 6.96089 -8.41274
O -18.09445 8.35074 -7.87529
O -17.42222 10.29794 -14.08425
O -20.07510 5.87008 -1.56240
O -19.28906 3.61371 -5.55860
N -17.50971 11.96926 -8.47706
N -20.19900 7.48044 -3.93620
N -19.18129 4.88840 -8.27314
C -15.16230 12.54862 -8.78546
C -13.98207 10.96784 -7.39707
C -20.54486 4.41252 -8.03209
C -21.06902 11.79530 -10.52813
C -21.13309 6.75498 -1.80050
C -20.77869 1.43786 -10.14234
C -22.87366 7.32255 -6.31462
C -19.18198 3.31486 -4.20947
C -20.04750 7.17263 -5.35202
C -18.72624 12.15031 -7.76320
C -21.35527 6.83843 -3.28236
C -20.70088 8.20845 -6.28065
C -16.39894 12.63232 -7.91178
C -18.05704 4.08788 -6.11224
C -19.86141 5.61411 -0.19444
C -18.11908 4.10886 -7.63280
C -19.89747 11.56018 -8.52103
C -20.79139 2.95849 -8.36058
C -16.97776 8.23641 -8.41692
H -17.17930 4.58682 -7.92044
H -20.87576 7.75126 -1.40959
H -22.25209 7.40296 -3.53594
H -22.08014 11.84745 -10.09383
H -18.98797 7.19679 -5.60428
H -13.58485 11.85482 -6.87124
H -20.47337 6.18666 -5.60558
H -19.60935 10.53710 -8.79981
H -18.69515 11.59293 -6.79493
H -21.83616 2.73336 -8.11327
H -20.58497 4.91732 0.23652
H -14.78773 10.55745 -6.79071
H -20.88267 4.56640 -7.00327
H -21.25771 5.00752 -8.61366
H -21.02093 12.32320 -11.47702
H -22.07819 6.44774 -1.33259
H -20.84055 10.74854 -10.77883
H -20.16636 3.08293 -3.80831
H -20.13089 9.11651 -6.10872
H -18.89345 5.11472 -0.14095
H -19.19470 5.81397 -7.83857
H -20.08283 2.34134 -7.79968
H -20.60084 7.82024 -7.30348
H -13.08688 10.34664 -7.46622
H -22.82785 6.89055 -7.32408
H -20.77253 11.60632 -7.85461
H -18.96955 13.17849 -7.48337
H -16.14262 12.25707 -6.89005
H -21.68846 0.94893 -9.74775
H -19.91795 0.82172 -9.86196
H -18.06194 3.09409 -8.02710
H -17.02972 6.48707 -7.90404
H -23.91581 7.56638 -6.09125
H -17.24514 3.46589 -5.72087
H -17.97962 5.12760 -5.76122
H -14.54373 13.44882 -8.73276
H -22.66887 6.49659 -5.61419
H -15.51396 12.42501 -9.81504
H -19.40056 7.13839 -3.41357
H -18.81094 4.13464 -3.56910
H -18.46332 2.49678 -4.04115
H -16.66132 13.67730 -7.72825
H -21.44705 5.80774 -3.66727
H -19.82371 6.58349 0.30937
H -20.95442 1.41581 -11.22002
H -17.36910 11.00056 -8.72973

Atoms 1-3, force components in eV/Å:
P -1.00 2.01 -2.36
Na -0.22 1.15 -0.23
Na -0.23 1.56 -0.41

Output
LUMO level, eV: 0.84
Orbital gap, eV: 3.007
Total charge: -1
Multiplicity: 1


HOMO for every record listed, in sequence, given in eV: -10.979; -2.162.
Energy above the lowest of the compared OMol25 structures with the same formula, charge and spin for every record listed, in sequence, given in kcal per mole: 20.2; 0.0.